# 1
Computed, not measured: a cluster of 15 separate species, C27H78N6O33S6 in total in a non-equilibrium geometry, with the ωB97M-V functional and the def2-TZVPD basis.

HOMO-LUMO gap (eV): 8.349
Total energy (eV): -170757.8910
Total charge: 0

```
150
Properties=species:S:1:pos:R:3:forces:R:3:mulliken_charge:R:1
S -1.596979 -5.112193 -0.754651 0.57 0.02 -0.76 1.08
S -4.792085 -1.047109 0.226287 1.44 0.58 3.93 1.20
S -3.693770 3.536099 0.637851 -1.39 -2.57 -1.60 0.80
S -0.104664 5.457268 4.509366 0.29 -1.89 -2.11 1.09
S 2.425868 -5.872321 3.378917 0.26 -0.20 -0.19 1.10
S 0.930540 1.259080 0.622777 -0.96 -3.65 0.71 0.42
O -0.531931 6.772354 4.873849 0.35 -0.21 0.61 -0.64
O 4.861219 -2.342553 4.436563 0.33 -0.71 -0.31 -0.57
O 0.989627 2.006538 6.044305 0.47 0.40 1.79 -0.63
O -3.623638 -0.841309 -0.651799 -2.97 -0.20 1.20 -0.40
O -1.246176 -1.364984 3.691394 -0.01 -2.92 -0.46 -0.52
O 3.054911 -4.612454 2.506803 -0.40 -1.48 1.49 -0.45
O 7.142822 -0.455328 -5.510362 -0.53 0.75 -0.54 -0.54
O 4.073601 -1.782467 6.380749 0.53 -1.05 0.37 -0.58
O 1.437077 5.471356 3.905607 -3.06 -2.13 2.10 -0.11
O -1.458094 2.075816 -3.615106 0.13 1.07 -0.67 -0.49
O -4.862132 -0.412447 1.578698 0.58 -1.37 -3.23 -0.68
O -4.528234 3.038508 -0.717200 -0.08 0.18 0.97 -0.18
O 1.560899 1.046403 1.902690 0.11 -0.39 -1.44 -0.27
O 3.459705 -6.431173 4.220158 -0.92 0.94 -1.03 -0.59
O -1.859727 -5.552464 0.606073 -0.57 0.89 -1.76 -0.57
O 1.746643 1.846151 -8.773812 0.40 -0.84 0.44 -0.54
O -2.746243 -5.700736 -1.830233 0.27 2.74 3.24 -0.36
O 0.930790 5.333880 0.340609 -1.13 0.88 0.35 -0.22
O 1.000550 -2.399221 -5.465724 -0.58 0.85 -0.04 -0.35
O -0.808057 -2.750351 2.107241 -0.02 -0.77 -0.21 -0.14
O 5.618423 1.906034 3.678100 -0.30 0.30 -0.19 -0.55
O -0.087483 4.312957 5.433272 -0.52 2.57 -1.60 -0.71
O 1.767913 0.417824 -0.535023 0.42 0.86 1.34 -0.10
O -1.742259 3.786724 -4.961012 1.02 -0.79 2.13 -0.58
O 0.744283 2.605443 0.234494 -0.37 1.09 -1.09 -0.57
O -0.295770 -5.476525 -1.278055 -0.61 0.28 -0.01 -0.67
O -2.649451 4.377744 0.159905 0.13 0.90 0.41 -0.44
O 1.159958 -5.466621 4.009160 1.82 -0.57 -1.42 -0.54
O -4.803611 -2.691482 0.475367 1.71 1.89 -1.63 -0.19
O 5.210248 3.199075 1.980312 -0.15 -1.64 0.38 -0.57
O 3.211790 1.944478 -7.216555 -0.60 -1.52 0.19 -0.52
O 6.453514 1.604323 -5.570884 -0.73 -1.39 -0.43 -0.53
O -3.344611 2.261585 1.250502 -0.89 2.29 -0.23 -0.38
N -1.332508 3.271375 -3.902792 -1.37 -1.35 -0.87 0.96
N 6.253046 0.392714 -5.570590 1.18 0.00 0.85 0.93
N 5.327987 2.089790 2.512141 0.77 0.36 0.17 1.02
N -1.161755 -2.546194 3.244084 -0.29 3.52 0.78 0.89
N 2.260037 1.380168 -7.755429 -0.37 3.74 -1.47 0.94
N 4.081426 -1.799671 5.168915 -0.38 2.41 0.40 1.02
C -5.024848 4.460235 1.555926 1.29 0.06 0.89 -1.33
C 0.488565 1.278039 5.008813 -0.36 -0.15 -1.69 -0.34
C -1.780592 -5.921386 -4.110581 0.16 0.05 0.08 -0.86
C -5.274596 5.254996 -1.736332 1.23 -1.04 0.38 -1.10
C 1.303133 0.541477 -1.875988 -1.11 -1.04 -1.15 0.13
C -4.660570 3.825414 -1.904004 -0.01 1.52 -0.87 0.19
C 4.878872 -0.158973 -5.368515 -0.55 -0.28 1.01 -0.75
C -1.938022 -3.284103 -1.064039 0.02 -1.91 0.87 -0.17
C -6.448831 -0.782818 -0.433127 1.28 -0.84 -1.37 -1.09
C -1.474981 -3.684942 4.179939 0.61 0.67 -1.00 -1.03
C -2.392857 -6.521655 -2.864823 -0.64 -1.97 -1.13 -0.44
C 2.200086 -6.975532 1.919073 -0.03 0.91 0.31 -0.44
C 3.045225 -0.874144 4.637743 -0.79 0.05 -1.46 -0.58
C 3.492927 6.382519 3.549022 0.30 -0.54 0.72 -1.17
C 5.187880 0.834777 1.695631 -0.26 0.82 -1.34 -0.64
C 2.501034 -3.748484 0.286549 0.22 0.16 0.09 -0.95
C 1.582033 -0.712950 -2.734910 0.28 0.22 0.35 -0.48
C -0.737637 4.110271 -2.854496 0.26 0.94 0.04 -0.19
C -1.032061 5.091477 2.871058 1.54 0.18 1.36 -0.60
C -5.020772 -4.692230 1.820784 0.48 -0.25 0.37 -1.06
C 1.691220 5.806002 -0.731717 1.20 -0.11 0.15 -0.72
C -5.236655 -3.218260 1.706155 -2.87 0.29 0.67 -0.24
C -0.692288 0.255599 0.598966 0.77 1.19 0.57 -0.87
C 1.582194 0.245126 -7.178694 0.26 -1.41 0.09 -0.75
C 1.996201 6.599477 3.384956 1.87 2.55 -1.28 -0.10
C 2.086493 -3.906959 1.757159 -0.69 1.84 -1.28 0.21
C 1.753527 -3.435925 -4.906466 -0.09 -0.98 -0.04 -0.47
H 0.956897 -1.586805 -2.551354 -0.02 0.10 0.45 -0.21
H -7.188870 -1.082959 0.308726 0.31 0.19 0.00 0.35
H -0.499311 4.263584 2.403226 -0.36 -0.17 0.19 -0.12
H -3.713193 3.938569 -2.431033 0.50 0.09 0.54 -0.22
H 1.738928 6.686844 2.329364 -0.17 0.12 -0.07 0.12
H 4.494557 0.386586 -4.506675 -0.24 0.32 -0.34 0.33
H -5.197839 3.277947 -2.678424 -0.58 -0.56 0.74 0.41
H 1.639851 0.319453 -6.092762 -0.08 -0.30 -0.27 0.10
H 4.180460 -0.127534 -6.204777 0.62 0.51 -0.07 0.16
H 1.833314 -7.946455 2.252068 -0.25 0.28 -0.22 0.37
H -1.864101 -7.375897 -2.441972 0.81 0.10 -0.42 0.40
H 2.628392 -1.007118 -2.653199 0.06 -0.08 0.13 0.37
H -2.099987 4.931799 3.019861 0.30 -0.02 0.25 0.41
H -6.567042 0.214189 -0.857523 0.14 0.05 0.48 0.33
H 5.730753 -0.018493 2.102227 -0.37 0.38 0.43 0.32
H -1.446291 -4.574393 3.550529 -0.19 0.00 0.33 0.29
H -1.464995 0.733241 -0.003430 0.32 0.02 -0.19 0.30
H -3.342295 -6.991631 -3.121288 -0.23 0.08 -0.29 0.34
H 0.782176 2.917931 5.825410 0.17 0.25 0.41 0.50
H -4.496034 5.853032 -1.262724 -0.17 0.21 0.24 0.25
H 3.106794 0.128587 5.060650 0.00 -0.52 0.77 0.51
H -4.952003 5.538969 1.417646 0.00 -0.15 -0.92 0.44
H 2.879339 -4.701896 -0.082218 -0.12 0.08 -0.29 0.33
H -5.021737 -2.610601 2.585167 0.56 0.03 -0.28 0.43
H -5.820274 -5.110670 2.432177 -0.24 0.08 -0.16 0.44
H 3.841191 5.629260 2.842335 0.24 0.15 0.04 0.21
H 2.795953 -3.129087 -4.991895 -0.04 -0.43 0.11 0.18
H -1.442180 -2.925581 -1.966095 -0.12 -0.51 -0.06 0.36
H 1.590692 6.873244 -0.929183 -0.68 0.03 0.37 0.28
H -6.314815 -3.168966 1.553691 -0.51 0.27 0.72 0.27
H 4.162960 7.239463 3.618435 -0.40 0.33 -0.76 0.39
H 1.493504 5.289245 -1.670857 0.10 -0.18 -0.05 0.15
H -1.545389 4.654337 -2.364969 -0.03 0.29 -0.36 0.16
H 1.031406 4.385398 0.449543 0.17 -0.15 -0.22 0.51
H 3.090928 -0.676737 3.566748 0.48 -0.64 -0.13 -0.09
H -1.689260 -6.775548 -4.781531 0.87 0.04 -0.05 0.40
H -0.868842 -5.385830 -3.846040 0.40 -0.52 -0.33 0.11
H 3.109133 -7.062604 1.323967 0.56 -0.14 0.90 0.34
H 0.588514 0.114937 -7.607340 0.04 0.65 0.35 0.39
H 4.979299 -1.184213 -5.012306 0.33 0.06 -0.40 0.38
H -5.415326 5.705272 -2.718951 -0.39 -0.18 0.05 0.43
H -6.403839 -1.481676 -1.268393 -0.66 -0.06 -0.17 0.37
H 1.972955 -2.909293 2.181267 0.16 0.08 0.25 0.06
H -2.432794 -3.438238 4.638011 0.29 -0.20 0.11 0.29
H 0.763162 0.233088 5.152921 -0.17 0.14 -0.39 0.14
H 1.690739 -3.369964 -0.336536 -0.53 -0.57 0.15 0.12
H 1.733071 1.355291 -2.459903 0.15 0.48 0.75 0.14
H 1.482905 -3.712256 -3.887393 0.17 0.64 0.48 0.12
H 3.600685 5.971794 4.552913 0.07 -0.37 0.02 0.32
H -5.113759 -5.074186 0.804144 0.38 -0.54 0.22 0.24
H -4.123562 -4.978431 2.369604 0.37 -0.05 -0.71 0.10
H -2.356950 -5.224384 -4.718933 -0.70 0.13 0.61 0.32
H 2.108725 -1.404474 4.810415 -0.05 0.45 0.32 0.26
H 1.070765 -4.300714 1.794073 0.22 -0.58 0.21 0.25
H 4.119183 0.705500 1.524552 -0.02 -0.33 0.46 0.03
H -0.813474 5.973448 2.269022 -0.20 0.02 0.12 0.33
H 1.515890 -4.364588 -5.425314 0.64 -0.17 -0.48 0.31
H 0.221161 0.656413 -1.810892 -0.10 0.34 -0.38 0.15
H -0.056931 4.759572 -3.405081 -0.08 0.23 0.45 0.39
H -0.610286 -3.649760 4.842649 -0.38 -0.32 0.34 0.34
H -3.025561 -3.316147 -1.129837 0.23 0.61 0.07 0.41
H 0.858070 1.737481 4.092039 0.57 -0.77 -0.54 0.07
H -4.738587 4.405098 2.606221 0.11 -0.57 0.13 0.51
H 1.608845 -6.404189 1.203456 -0.94 -0.42 0.36 -0.10
H -0.539756 -0.798176 0.365756 0.44 0.32 -0.20 0.02
H 2.121060 -0.600523 -7.606011 0.22 -0.33 0.63 0.37
H 1.420506 -0.477006 -3.786742 -0.09 0.24 0.05 -0.04
H 2.733212 5.704697 -0.428255 0.41 -0.19 -0.59 0.31
H -1.024872 0.294980 1.636252 0.09 0.11 0.07 0.63
H -6.045629 4.085116 1.482493 0.40 -0.28 -0.54 0.38
H 0.070788 -2.585622 -5.316056 -0.11 0.06 -0.08 0.24
H 1.741433 7.526630 3.898361 -0.50 -0.15 0.20 0.37
H -1.547079 -2.755395 -0.194710 -0.35 -0.10 0.04 -0.44
H 3.232222 -2.965763 0.084553 0.56 -0.22 0.60 0.33
H -0.581443 1.371659 4.823286 -0.60 -0.29 0.69 0.41
H 5.569544 1.072567 0.702710 0.21 0.08 0.10 0.36
H -6.162992 5.253486 -1.104783 -0.12 0.05 -0.33 0.25
H -0.271042 3.561963 -2.036120 0.10 -0.44 -0.56 -0.25
```
Positions in Å, forces in eV/Å.



# 2
Computed, not measured: a cluster of 12 separate species, C27H78O12 in total in a non-equilibrium geometry, with the ωB97M-V functional and the def2-TZVPD basis.

HOMO-LUMO gap (eV): 9.955
SMILES: CC(C)O.CC(C)O.CC(C)O.CCO.CCO.CCO.CCO.CCO.CCO.CCO.CCO.CCO
Total energy (eV): -53831.6822
Relative energy (zero: lowest compared OMol25 entry of this formula, charge and spin) (eV): 1.3448
Total charge: 0

```
117
Properties=species:S:1:pos:R:3:forces:R:3:mulliken_charge:R:1
O -19.904361 2.264889 1.440723 0.11 0.40 -0.25 -0.62
O -20.675517 1.864920 -2.939071 0.21 -1.15 -0.94 -0.70
O -18.905961 1.456280 -1.111787 0.27 0.65 -0.30 -0.25
O -25.256757 -1.258326 -2.836737 -1.26 -0.86 -0.89 -0.67
O -21.486401 -2.415395 -0.273942 0.78 1.00 0.10 0.03
O -26.774141 0.865595 2.035532 0.29 0.35 0.06 -0.51
O -18.806903 0.897575 3.519375 1.38 -0.49 0.98 -0.50
O -22.633185 -2.179541 -2.868477 -0.91 -0.17 0.07 -0.17
O -14.467768 0.388396 4.432622 -0.83 -1.55 1.18 -0.56
O -16.463384 -4.833206 1.179569 -0.49 -0.82 0.54 -0.64
O -23.557404 -3.916767 0.949286 0.50 0.50 0.02 -0.41
O -18.459229 -3.569355 2.961547 -1.17 -1.10 -0.44 -0.27
C -19.720660 -4.035022 3.518021 0.07 1.26 -0.06 1.02
C -25.395010 -1.826528 -0.509295 -0.32 -0.97 1.27 -0.55
C -21.533252 3.538175 2.605378 0.30 -0.52 -0.66 -1.70
C -25.612966 -0.780439 -1.533732 0.01 0.93 -0.15 0.19
C -25.500657 1.071398 2.660099 0.37 0.25 0.29 0.43
C -20.567462 -1.285080 -0.152589 -0.71 -0.17 1.58 0.74
C -23.501018 -5.200404 0.388000 -1.87 -0.78 0.06 0.28
C -16.654840 -3.427344 -0.779113 -0.71 0.81 1.06 -0.54
C -22.672994 -3.293618 -3.770196 -0.87 0.70 -0.94 -0.34
C -17.496682 1.742308 -1.146437 0.17 -1.20 1.02 -0.56
C -20.053572 -1.333829 1.282095 -0.37 0.31 -0.32 -0.29
C -21.132376 0.539352 -3.412139 -0.26 -0.16 1.03 0.41
C -19.253711 -0.051846 4.474746 -1.08 -0.03 -0.73 0.79
C -19.913688 -0.196248 -3.954957 -0.46 0.28 -1.72 -1.25
C -22.063154 2.350076 0.404821 -0.83 -0.28 0.17 -0.11
C -16.853853 0.743176 -0.136653 -0.37 0.78 -0.85 -0.35
C -16.074331 -1.184662 3.533722 0.76 0.43 0.76 0.00
C -20.355696 -4.927659 2.524936 -0.73 -0.91 -0.06 -1.24
C -25.147564 -0.157084 3.468197 0.32 -0.34 0.07 -0.95
C -21.044440 3.102113 1.220951 0.84 0.86 -0.19 0.70
C -15.903406 -3.719496 0.545026 0.38 0.16 -0.40 0.48
C -24.916351 -5.833719 0.648964 1.19 0.81 0.02 -1.31
C -19.498448 -4.637409 4.903282 0.72 0.09 -1.07 -1.52
C -14.773094 -0.393417 3.293837 -0.23 0.13 -0.68 -0.33
C -24.786570 0.466269 -1.237536 -0.64 -0.48 0.95 -0.92
C -18.693132 0.160779 5.854537 -0.38 0.51 1.35 -1.53
C -21.411141 -4.095214 -3.646928 1.37 0.62 -0.22 -0.94
H -20.443434 -3.207324 3.585923 0.56 0.44 0.36 0.10
H -23.575243 -3.905839 -3.523289 0.61 0.27 -0.37 0.35
H -14.908753 0.247162 2.392559 0.22 -0.39 0.47 0.11
H -21.850750 -2.400733 -1.164419 -0.27 -0.03 -0.57 -0.23
H -18.914357 -3.925410 5.487242 0.22 -0.16 0.12 0.40
H -19.124774 -0.411965 -3.247472 -0.13 -0.13 0.42 0.18
H -18.945431 -0.698256 6.480361 -0.26 -0.14 -0.04 0.41
H -20.199042 -1.108003 -4.542731 0.07 0.61 0.91 0.28
H -17.300141 0.947161 0.846275 0.34 -0.45 -0.07 0.04
H -20.501533 -4.503603 1.521155 0.17 0.12 0.43 0.03
H -16.144164 -2.084727 2.940515 0.03 0.01 -0.44 -0.25
H -22.757669 -3.391402 0.738668 -0.20 -0.32 -0.06 0.26
H -20.555419 -3.402521 -3.396723 -0.90 -0.68 0.10 0.12
H -26.662310 -0.479933 -1.484351 -0.13 -0.03 -0.49 0.50
H -19.452086 -0.460844 1.482562 0.30 0.34 0.00 -0.12
H -22.804138 -5.843204 0.913098 0.68 -0.05 -0.17 0.26
H -24.726657 1.178818 -2.017350 0.01 0.42 -1.26 0.47
H -25.639268 -5.157221 0.204915 -0.34 -0.05 0.07 0.24
H -21.054997 -0.288610 -0.257915 -0.01 -0.78 -0.49 -0.43
H -21.557292 -4.835092 -2.873484 0.46 -0.24 0.25 0.24
H -18.980478 -5.615571 4.822575 -0.31 0.57 0.23 0.31
H -19.109236 1.047491 6.409454 0.41 -0.63 -0.83 0.35
H -19.719385 -5.789406 2.472919 0.16 -0.87 -0.45 0.40
H -20.443926 -4.706341 5.385531 -0.80 -0.47 0.51 0.44
H -16.335816 -2.489432 -1.270291 0.21 -0.62 0.01 0.28
H -24.241559 0.018112 4.067282 -0.01 -0.23 -0.43 0.26
H -23.328283 -5.210177 -0.720681 0.15 0.14 0.82 -0.06
H -27.346520 1.565384 2.348929 -0.28 0.03 -0.09 0.29
H -22.278838 4.295955 2.560183 -1.31 0.14 -0.32 0.51
H -22.791737 -2.869299 -4.806366 0.01 -0.54 0.74 0.29
H -17.744503 -3.275103 -0.567805 0.75 -0.15 0.06 -0.14
H -19.489939 0.467100 -4.722087 0.17 -0.09 0.15 0.43
H -17.248572 -4.590431 1.709244 0.47 0.21 -0.32 0.35
H -15.870996 -2.889151 1.262941 -0.18 0.20 -0.59 -0.48
H -21.709981 2.039444 -0.600982 -0.08 0.45 0.60 -0.54
H -17.100541 1.454792 -2.106711 0.15 0.43 -0.65 0.47
H -25.329680 0.995340 -0.452721 0.32 -0.07 0.38 0.39
H -24.967450 -6.795026 0.173944 -0.14 -0.54 -0.30 0.43
H -15.754771 0.826184 -0.129906 -0.40 0.15 0.18 0.46
H -20.781750 4.052069 0.666379 0.15 -0.87 0.39 0.17
H -17.105077 -0.245336 -0.537277 -0.04 0.00 0.57 -0.12
H -18.995376 -1.089691 4.141792 -0.20 0.68 0.05 -0.27
H -25.118874 -5.967459 1.723618 0.15 0.25 -0.39 0.30
H -16.925675 -0.523194 3.369565 -0.03 -0.20 0.05 -0.07
H -20.368301 0.031477 4.483896 0.63 -0.44 0.30 0.30
H -21.394252 2.450741 -2.721847 -0.55 0.04 0.05 0.24
H -20.889068 -1.298037 2.010178 0.34 -0.30 -0.40 0.38
H -20.798583 4.071385 3.154056 1.38 0.16 0.32 0.44
H -25.490969 1.974285 3.329726 -0.17 -0.65 -0.69 0.43
H -25.981439 -1.858482 -3.160874 1.15 0.83 0.50 0.34
H -21.064450 -4.571338 -4.581188 -0.61 -0.01 0.34 0.34
H -21.342479 -5.229431 2.929661 0.43 0.03 -0.34 0.34
H -23.788205 0.209429 -0.910023 0.32 -0.06 0.18 -0.24
H -16.047521 -1.538659 4.575020 -0.15 0.24 -0.10 0.44
H -19.513457 1.286123 3.018009 -0.60 0.30 -0.57 0.21
H -25.916431 -0.425093 4.181217 -0.41 0.22 0.16 0.34
H -16.597930 -4.307084 -1.407945 0.23 0.04 -0.35 0.35
H -21.803942 2.684915 3.212130 -0.46 -0.23 0.10 0.28
H -17.229576 2.779107 -0.869902 -0.40 -0.28 -0.32 0.26
H -19.718319 -1.371549 -0.824514 -0.10 -0.03 -0.39 0.05
H -24.736523 1.224698 1.869062 -0.38 0.04 0.38 -0.32
H -26.048983 -2.716512 -0.632518 0.12 0.60 0.01 0.41
H -25.592719 -1.395217 0.496398 0.11 -0.39 -0.53 0.00
H -24.386735 -2.228487 -0.521086 0.22 0.21 0.03 0.01
H -18.081533 -3.019831 3.623107 0.81 0.85 0.78 -0.01
H -14.204879 1.258661 4.251486 0.44 1.64 -0.77 0.31
H -21.569190 -0.047663 -2.554081 0.26 0.82 -0.89 -0.11
H -19.470701 2.014043 0.591626 -0.54 0.10 0.17 0.06
H -22.286665 1.416598 0.947802 -0.18 0.23 -0.17 -0.15
H -19.416916 -2.196154 1.411387 -0.08 -0.31 0.30 -0.07
H -13.903715 -1.039723 3.155169 -0.20 -0.27 -0.37 0.32
H -22.982875 2.969350 0.345609 0.34 -0.50 -0.24 0.64
H -17.610065 0.192637 5.919213 0.21 0.27 -0.45 0.30
H -21.895690 0.682592 -4.206130 0.44 -0.13 0.52 0.46
H -23.577155 -1.860637 -2.825797 0.87 -0.04 0.05 0.20
H -19.401556 1.698597 -1.951959 0.60 -0.04 1.07 0.24
H -25.057859 -1.036387 2.812608 0.35 0.29 0.19 0.11
H -14.834989 -3.979742 0.357847 -0.69 0.16 -0.12 0.34
```
Positions in Å, forces in eV/Å.



Among the records above, which one has the highest total energy? C27H78O12